The following is a quantum chemistry calculation of the molecule C4H9NO3, from the OMol25 dataset.

Cartesian coordinates (Å):
C 0.263 -0.687 -0.303
C -0.176 -0.929 -1.779
C -0.649 0.350 0.522
C -0.461 0.397 2.032
H 1.867 -0.293 -1.394
H 2.208 -0.618 0.221
H 0.014 -1.696 0.180
H -1.610 0.076 0.349
H 0.425 1.706 -0.285
H -0.420 -0.530 2.496
H 0.616 0.811 2.291
H -1.177 1.079 2.425
H -1.279 0.556 -1.564
N 1.581 -0.100 -0.434
O 0.579 -1.440 -2.586
O -0.476 1.572 -0.141
O -1.306 -0.255 -2.028

Relative energy (zero: lowest compared OMol25 entry of this formula, charge and spin) = 1.865 eV
Gap between HOMO and LUMO = 11.0 eV
LUMO level = 0.7 eV
Energy = -438.260515 a.u.
HOMO = -10.27 eV
Net charge = 0

natural (NBO) population analysis, charges in e, atoms 1 to 4:
1. C -0.19
2. C 0.80
3. C 0.09
4. C -0.63



The following is a quantum chemistry calculation of a structure of composition C5H9NO, from the OMol25 dataset.

Cartesian coordinates (Å):
C -1.831 0.011 1.010
N -0.426 0.347 0.918
C 0.656 -0.321 1.343
C 0.202 1.179 0.022
C 0.902 0.688 -1.157
O 1.476 1.472 -1.901
C 0.837 -0.792 -1.547
H -2.125 -0.125 2.054
H -2.051 -0.901 0.439
H -2.409 0.832 0.575
H 1.438 0.229 1.854
H 0.718 -1.412 1.298
H 0.099 2.262 0.116
H 0.624 -0.824 -2.619
H 1.810 -1.267 -1.389
H 0.081 -1.378 -1.015

Relative energy (zero: lowest compared OMol25 entry of this formula, charge and spin) = 3.715 eV
Gap between HOMO and LUMO = 8.5 eV
LUMO level = 0.1 eV
Energy = -325.801022 a.u.
HOMO = -8.44 eV
Net charge = 0

natural (NBO) population analysis, charges in e, atoms 1 to 4:
1. C -0.41
2. N -0.38
3. C -0.13
4. C -0.14



The following is a quantum chemistry calculation of a structure of composition C17H39CuN2O4, from the OMol25 dataset.

Cartesian coordinates (Å):
Cu 21.775 -0.304 25.488
C 19.637 4.248 25.843
C 20.730 3.275 26.142
C 21.355 3.856 27.470
C 20.630 3.502 28.743
C 20.370 1.994 28.901
C 19.667 1.319 27.693
N 20.330 1.845 26.404
O 19.745 1.159 25.173
C 18.156 1.604 27.753
C 19.808 -0.266 27.864
C 21.907 3.291 25.087
H 18.810 4.016 26.514
H 19.327 3.996 24.829
H 19.728 5.328 25.963
H 21.461 4.941 27.469
H 22.375 3.486 27.571
H 19.690 4.050 28.814
H 21.321 3.999 29.424
H 19.899 1.818 29.868
H 21.342 1.502 28.910
H 17.669 1.325 28.687
H 17.635 1.200 26.885
H 18.020 2.686 27.764
H 19.290 -0.686 28.726
H 20.874 -0.461 27.986
H 19.447 -0.825 27.001
H 22.654 2.563 25.405
H 22.360 4.278 24.990
H 21.551 3.033 24.090
C 21.753 0.413 20.899
C 21.577 -0.383 22.221
O 22.208 0.290 23.264
H 21.399 -0.360 20.216
H 22.774 0.654 20.602
H 21.005 1.206 20.874
H 22.012 -1.371 22.068
H 20.512 -0.607 22.289
H 21.894 1.197 23.281
C 24.352 1.005 27.124
O 24.236 0.076 26.033
C 24.915 -1.133 26.276
C 24.027 -2.033 27.157
N 22.684 -2.361 26.629
C 22.873 -3.177 25.430
C 21.462 -3.474 24.941
O 20.639 -2.388 24.611
C 19.252 -2.642 24.698
H 23.743 1.888 26.929
H 25.384 1.326 27.266
H 24.022 0.548 28.057
H 25.841 -0.958 26.823
H 25.260 -1.644 25.377
H 23.952 -1.656 28.176
H 24.788 -2.812 27.194
H 22.227 -2.958 27.304
H 23.357 -4.125 25.663
H 23.444 -2.671 24.652
H 20.965 -4.052 25.720
H 21.551 -4.103 24.055
H 18.838 -1.687 24.376
H 18.735 -2.872 25.630
H 19.131 -3.489 24.023

Relative energy (zero: lowest compared OMol25 entry of this formula, charge and spin) = 1.811 eV
Gap between HOMO and LUMO = 6.1 eV
LUMO level = 0.5 eV
Energy = -2721.856190 a.u.
HOMO = -5.65 eV
Net charge = 0

natural (NBO) population analysis, charges in e, atoms 1 to 4:
1. Cu 0.87
2. C -0.66
3. C 0.13
4. C -0.38